[1]
174
Properties=species:S:1:pos:R:3:mulliken_spin:R:1 method="wB97M-V/def2-TZVPD" multiplicity=5 energy_ha=-7197.3021 orbital_gap_ev="6.579 / 6.319" charge=+1
Pt -0.376 0.123 0.169 1.429
C -1.765 3.680 0.265 0.030
Si -0.268 2.503 -0.083 0.150
C 1.212 3.318 0.832 -0.013
C 1.299 4.702 0.942 0.001
C 2.465 5.317 1.360 0.004
C 3.581 4.551 1.647 0.003
C 3.497 3.172 1.599 0.001
C 2.307 2.554 1.226 0.005
P 2.105 0.749 1.360 0.239
C 3.773 0.076 0.847 0.175
C 4.141 0.666 -0.512 0.007
C 5.586 0.297 -0.853 -0.002
C 5.892 -1.170 -0.509 -0.001
C 4.609 -1.984 -0.374 0.006
C 3.748 -1.459 0.779 0.044
C 1.948 0.427 3.201 -0.007
C 0.627 0.991 3.741 -0.001
C 0.742 2.430 4.226 -0.001
C 1.832 2.549 5.285 0.002
C 3.173 2.169 4.677 0.000
C 3.135 0.746 4.126 0.032
C 0.295 2.853 -1.911 0.004
C 1.120 3.935 -2.201 0.012
C 1.552 4.198 -3.488 0.000
C 1.133 3.391 -4.533 0.011
C 0.301 2.319 -4.271 0.008
C -0.101 2.033 -2.971 0.028
P -1.112 0.567 -2.571 0.073
C -2.787 0.698 -3.418 0.109
C -2.874 1.099 -4.901 0.034
C -2.893 2.602 -5.175 0.003
C -3.918 3.309 -4.301 0.001
C -3.587 3.032 -2.841 0.001
C -3.738 1.543 -2.561 -0.031
C -0.377 -1.033 -3.243 0.020
C 1.029 -1.211 -2.663 -0.002
C 2.097 -0.608 -3.566 0.004
C 2.031 -1.232 -4.958 0.002
C 0.670 -0.999 -5.602 0.000
C -0.449 -1.503 -4.700 0.031
H -1.611 4.635 -0.230 0.005
H -1.857 3.875 1.330 0.006
H -2.705 3.275 -0.090 0.008
H 0.437 5.305 0.701 0.001
H 2.508 6.393 1.445 0.000
H 4.506 5.021 1.941 0.000
H 4.364 2.582 1.852 -0.007
H 4.527 0.398 1.574 0.020
H 4.035 1.753 -0.511 0.007
H 3.454 0.282 -1.266 0.001
H 6.260 0.950 -0.296 0.000
H 5.759 0.485 -1.914 0.000
H 6.440 -1.231 0.433 0.000
H 6.528 -1.607 -1.279 0.000
H 4.854 -3.032 -0.198 0.000
H 4.050 -1.933 -1.310 0.003
H 4.110 -1.872 1.724 0.001
H 2.721 -1.804 0.643 -0.013
H 1.849 -0.666 3.194 0.022
H 0.304 0.366 4.577 -0.001
H -0.146 0.928 2.964 0.012
H -0.214 2.749 4.642 -0.005
H 0.976 3.087 3.388 0.001
H 1.612 1.881 6.121 0.000
H 1.876 3.570 5.665 0.000
H 3.958 2.227 5.435 0.000
H 3.419 2.881 3.892 0.001
H 3.046 0.068 4.980 -0.004
H 4.083 0.522 3.632 0.000
H 1.449 4.577 -1.398 0.001
H 2.222 5.024 -3.674 0.000
H 1.455 3.587 -5.545 0.000
H -0.035 1.697 -5.084 -0.008
H -3.115 -0.352 -3.347 0.023
H -3.811 0.677 -5.281 -0.003
H -2.063 0.646 -5.474 -0.007
H -3.129 2.755 -6.230 0.000
H -1.912 3.037 -4.983 0.002
H -4.920 2.937 -4.529 0.000
H -3.905 4.381 -4.501 0.000
H -4.253 3.599 -2.189 0.001
H -2.558 3.337 -2.634 0.000
H -4.766 1.248 -2.783 0.003
H -3.554 1.350 -1.501 0.040
H -1.045 -1.721 -2.709 0.007
H 1.234 -2.279 -2.544 0.003
H 1.069 -0.750 -1.654 0.117
H 3.085 -0.797 -3.143 0.000
H 1.959 0.472 -3.634 -0.002
H 2.209 -2.306 -4.874 0.000
H 2.815 -0.809 -5.588 0.000
H 0.613 -1.535 -6.552 0.000
H 0.544 0.060 -5.818 0.000
H -0.374 -2.596 -4.661 -0.004
H -1.425 -1.272 -5.126 0.004
O -1.310 -1.018 2.064 0.254
C -0.404 -1.867 2.031 -0.057
O 0.565 -1.745 1.239 0.009
C -0.449 -3.099 2.926 0.021
C 0.895 -3.290 3.622 0.020
Ge 1.741 -5.103 3.424 -0.003
C 1.466 -5.545 1.514 0.001
C 0.447 -6.387 1.087 -0.001
C 0.274 -6.650 -0.261 0.001
C 1.089 -6.039 -1.199 0.000
C 2.092 -5.178 -0.785 0.000
C 2.281 -4.943 0.565 0.001
C 0.935 -6.537 4.530 0.000
C 0.191 -6.261 5.669 0.000
C -0.367 -7.287 6.412 0.000
C -0.176 -8.604 6.029 0.000
C 0.575 -8.890 4.900 0.000
C 1.124 -7.862 4.155 0.000
C 3.703 -4.863 3.691 0.001
C 4.238 -3.688 4.203 0.000
C 5.607 -3.532 4.333 0.000
C 6.463 -4.553 3.956 0.000
C 5.941 -5.732 3.452 0.000
C 4.572 -5.884 3.323 0.000
H -0.656 -3.941 2.257 -0.003
H -1.273 -3.008 3.633 0.007
H 0.833 -2.983 4.663 -0.002
H 1.625 -2.646 3.131 -0.005
H -0.200 -6.852 1.821 0.000
H -0.490 -7.347 -0.580 0.000
H 0.949 -6.243 -2.250 0.000
H 2.739 -4.706 -1.509 0.000
H 3.082 -4.297 0.894 0.001
H 0.050 -5.235 5.981 0.000
H -0.955 -7.061 7.290 0.000
H -0.613 -9.405 6.606 0.000
H 0.729 -9.916 4.598 0.000
H 1.707 -8.088 3.271 0.000
H 3.580 -2.886 4.509 0.000
H 6.011 -2.611 4.728 0.000
H 7.531 -4.430 4.051 0.000
H 6.601 -6.531 3.154 0.000
H 4.169 -6.807 2.928 0.000
S -4.538 -5.248 -0.339 -0.001
C -3.397 -3.906 -0.472 -0.006
C -2.020 -4.099 -0.556 0.005
C -1.195 -2.992 -0.575 -0.010
N -1.659 -1.745 -0.565 0.089
C -2.973 -1.563 -0.543 0.039
C -3.879 -2.603 -0.470 0.014
C -3.844 -6.271 -1.638 0.000
C -3.189 -7.458 -1.360 0.000
C -2.681 -8.174 -2.437 0.000
N -2.806 -7.782 -3.690 0.000
C -3.451 -6.659 -3.945 0.000
C -3.988 -5.854 -2.953 0.000
H -1.592 -5.088 -0.591 0.002
H -0.121 -3.113 -0.603 0.017
H -3.307 -0.539 -0.602 -0.032
H -4.940 -2.418 -0.423 0.001
H -3.077 -7.806 -0.345 0.000
H -2.149 -9.103 -2.289 0.000
H -3.547 -6.396 -4.989 0.000
H -4.507 -4.938 -3.192 0.000
Cl -5.577 1.254 7.312 0.028
C -5.033 1.117 5.686 0.234
C -5.447 0.030 4.915 -0.102
C -5.030 -0.068 3.618 0.205
C -4.141 0.885 3.044 -0.020
C -3.730 0.724 1.744 0.203
C -3.730 1.973 3.866 0.193
C -4.180 2.088 5.155 -0.120
H -6.090 -0.722 5.348 -0.004
H -5.356 -0.894 3.003 0.013
H -2.990 1.358 1.285 0.305
H -4.135 -0.095 1.181 0.036
H -3.063 2.712 3.449 0.029
H -3.883 2.921 5.776 -0.005

=====

[2]
271
Properties=species:S:1:pos:R:3:mulliken_charge:R:1 method="wB97M-V/def2-TZVPD" energy_ha=-7566.9803 orbital_gap_ev=4.042 charge=+1
Y 2.560 -2.105 2.503 0.740
C 0.384 -1.088 -1.566 -0.773
F 1.055 -1.971 -2.353 0.592
F -0.135 -0.091 -2.317 0.176
F -0.488 -1.766 -0.873 -0.232
S 1.537 -0.106 -0.262 0.204
O 2.887 -0.566 -0.638 0.204
O 1.274 1.313 -0.335 -0.331
N 1.177 -0.902 1.303 0.285
S -0.179 -0.096 1.782 0.804
O -1.095 0.460 0.776 0.298
O -0.783 -1.091 2.718 -0.820
C 0.408 1.374 2.965 -0.219
F 1.348 0.927 3.857 0.109
F 1.013 2.309 2.236 -0.039
F -0.581 1.805 3.665 0.173
C 6.197 0.153 1.721 0.557
F 6.919 -0.898 2.075 -0.219
F 7.043 1.234 1.872 -0.226
F 5.728 -0.011 0.479 -0.047
S 4.668 0.513 2.873 0.016
O 5.046 1.523 3.834 -0.517
O 3.607 0.812 1.901 0.112
N 4.208 -1.073 3.558 -0.073
S 4.946 -1.061 4.982 1.235
O 4.741 -2.435 5.464 -0.726
O 6.394 -0.822 4.949 -0.611
C 4.004 0.173 6.247 0.288
F 2.882 0.678 5.683 0.216
F 3.660 -0.463 7.390 -0.186
F 4.718 1.270 6.388 -0.165
C -4.378 -1.514 0.254 -2.100
C -4.641 -2.778 -0.637 2.045
C -6.025 -3.349 -0.142 -1.360
C -7.197 -2.601 -0.803 -0.699
C -7.203 -2.554 -2.286 -0.840
C -5.875 -1.918 -2.740 1.617
N -4.636 -2.497 -2.097 -0.602
O -3.453 -1.905 -2.512 2.306
C -5.682 -2.448 -4.232 -1.761
C -5.889 -0.418 -2.554 -1.749
C -3.519 -3.795 -0.289 -1.896
H -3.393 -1.056 0.161 -0.011
H -4.403 -1.798 1.306 0.671
H -5.126 -0.729 0.140 0.472
H -6.056 -4.428 -0.295 0.477
H -6.143 -3.396 0.940 0.387
H -7.331 -1.650 -0.288 0.329
H -8.142 -3.102 -0.595 0.489
H -8.121 -2.009 -2.505 0.295
H -7.247 -3.605 -2.572 0.375
H -6.379 -2.139 -5.011 0.433
H -4.700 -2.186 -4.628 -0.044
H -5.612 -3.536 -4.258 0.467
H -6.222 0.191 -3.394 0.423
H -6.569 -0.188 -1.734 0.472
H -4.912 0.048 -2.424 0.107
H -3.596 -4.627 -0.990 0.594
H -3.503 -4.266 0.694 0.357
H -2.521 -3.397 -0.473 -0.268
H -3.092 -2.704 -2.904 -0.687
C -4.050 1.519 2.580 -1.541
C -4.235 2.884 1.818 1.979
C -4.017 4.008 2.892 -0.492
C -3.734 5.401 2.333 -0.826
C -2.567 5.283 1.309 -1.034
C -2.797 4.202 0.230 1.703
N -3.204 2.938 0.802 0.467
O -3.338 1.925 -0.104 1.038
C -3.770 4.874 -0.874 -1.763
C -1.443 4.047 -0.526 -1.860
C -5.716 2.925 1.246 -1.674
H -3.020 1.463 2.934 0.267
H -4.282 0.588 2.063 -0.660
H -4.666 1.501 3.479 0.896
H -4.982 4.337 3.276 0.469
H -3.259 3.712 3.617 -0.675
H -3.437 6.017 3.182 0.422
H -4.663 5.799 1.923 0.570
H -1.666 5.030 1.867 -0.120
H -2.425 6.245 0.818 0.552
H -3.264 5.754 -1.272 0.524
H -3.969 4.223 -1.725 0.116
H -4.694 5.292 -0.474 0.352
H -0.726 3.516 0.099 0.086
H -1.430 3.344 -1.359 0.206
H -1.009 5.002 -0.821 0.461
H -5.984 3.981 1.299 0.346
H -6.377 2.227 1.759 0.477
H -5.750 2.644 0.194 0.197
H -2.703 1.248 0.141 -0.081
C -4.866 0.257 -6.482 -1.171
C -3.764 1.207 -5.995 1.508
C -2.784 0.583 -4.924 -0.666
C -1.811 -0.449 -5.581 1.698
C -0.945 0.372 -6.602 -1.948
C -1.790 0.970 -7.731 1.663
N -2.826 1.754 -7.075 0.578
O -3.432 2.758 -7.842 -0.547
C -0.824 1.868 -8.558 -1.914
C -2.237 -0.234 -8.682 -1.537
C -4.535 2.347 -5.164 -1.670
H -5.446 -0.111 -5.636 0.029
H -4.387 -0.603 -6.949 0.141
H -5.606 0.537 -7.232 0.350
H -2.217 1.362 -4.413 0.753
H -3.496 0.036 -4.305 -0.661
H -2.403 -1.246 -6.029 -0.824
H -1.014 -0.809 -4.929 -0.470
H -0.176 -0.296 -6.992 0.487
H -0.349 1.146 -6.118 0.425
H -1.367 2.285 -9.407 0.418
H -0.355 2.727 -8.077 0.385
H -0.003 1.242 -8.907 0.383
H -2.834 -1.035 -8.246 0.117
H -2.835 0.108 -9.527 0.391
H -1.320 -0.680 -9.066 0.441
H -3.862 3.024 -4.637 0.491
H -5.194 1.838 -4.462 0.173
H -5.168 2.954 -5.811 0.540
H -3.354 3.547 -7.301 0.336
C -0.534 5.842 4.298 -2.411
C 0.593 6.426 5.273 1.518
C -0.141 6.761 6.614 -0.963
C 0.749 6.879 7.874 -1.063
C 1.474 5.532 8.139 -0.690
C 2.305 5.120 6.881 1.656
N 1.518 5.293 5.602 1.100
O 2.107 4.702 4.430 -0.583
C 3.648 5.888 6.817 -1.877
C 2.611 3.613 7.065 -2.098
C 1.329 7.708 4.681 -1.852
H -1.087 4.954 4.604 0.201
H -0.192 5.660 3.279 0.619
H -1.323 6.574 4.127 0.515
H -0.593 7.753 6.581 0.407
H -0.951 6.036 6.689 0.355
H 0.054 7.136 8.674 0.484
H 1.520 7.641 7.981 0.388
H 0.643 4.865 8.366 -0.079
H 2.109 5.645 9.017 0.559
H 4.260 5.891 7.719 0.425
H 4.252 5.923 5.911 0.325
H 3.339 6.933 6.787 0.436
H 3.473 3.399 6.433 0.461
H 3.015 3.401 8.055 0.552
H 1.820 2.936 6.744 -0.042
H 1.914 8.308 5.378 0.365
H 0.564 8.378 4.287 0.442
H 2.041 7.509 3.879 0.379
H 1.669 3.854 4.324 0.134
C 6.822 3.073 -3.667 -2.092
C 5.650 2.043 -3.412 1.896
C 4.386 2.800 -3.354 -1.815
C 3.104 1.903 -3.395 0.592
C 3.109 0.949 -4.622 -1.006
C 4.423 0.146 -4.825 2.337
N 5.587 1.024 -4.514 0.412
O 6.838 0.462 -4.836 -0.475
C 4.396 -1.094 -3.873 -1.032
C 4.534 -0.321 -6.264 -2.071
C 5.943 1.440 -2.035 -1.430
H 6.815 3.428 -4.698 0.487
H 7.785 2.567 -3.744 0.438
H 6.948 3.937 -3.015 0.344
H 4.308 3.399 -2.447 0.488
H 4.369 3.550 -4.145 0.324
H 2.216 2.526 -3.500 0.785
H 3.121 1.358 -2.451 -1.050
H 2.962 1.553 -5.517 0.540
H 2.296 0.265 -4.377 -0.124
H 3.597 -1.820 -4.030 -0.036
H 5.245 -1.709 -4.171 0.600
H 4.374 -0.897 -2.801 -0.296
H 3.606 -0.735 -6.658 0.269
H 4.834 0.528 -6.879 0.523
H 5.262 -1.126 -6.362 0.389
H 6.699 0.654 -2.028 0.406
H 5.082 0.862 -1.701 -0.368
H 6.217 2.230 -1.335 0.578
H 7.043 0.959 -5.631 0.344
C -0.473 1.883 9.811 -1.816
C -1.002 0.763 8.812 2.014
C -1.921 -0.141 9.609 -1.587
C -2.734 -1.085 8.755 -0.714
C -3.541 -0.253 7.716 -1.128
C -2.614 0.585 6.783 1.661
N -1.716 1.459 7.680 -0.349
O -0.830 2.253 6.973 0.530
C -1.918 -0.376 5.803 -1.085
C -3.584 1.507 5.980 -1.888
C 0.191 -0.099 8.301 -2.094
H 0.505 2.317 9.601 0.209
H -0.357 1.417 10.789 0.496
H -1.176 2.691 10.016 0.421
H -1.424 -0.605 10.460 0.428
H -2.662 0.444 10.154 0.480
H -3.476 -1.499 9.439 0.472
H -2.164 -1.923 8.353 0.288
H -4.211 0.353 8.327 0.323
H -4.100 -0.947 7.089 0.502
H -1.556 0.143 4.916 -0.223
H -1.088 -0.920 6.253 0.181
H -2.653 -1.150 5.580 0.379
H -3.043 2.168 5.304 0.106
H -4.357 0.982 5.418 0.335
H -4.168 2.133 6.654 0.583
H 0.828 -0.201 9.180 0.559
H 0.687 0.439 7.493 0.386
H -0.102 -1.103 7.996 0.270
H -1.066 3.151 7.214 0.165
C 4.192 -4.217 -1.411 -2.210
C 3.479 -4.559 -0.063 1.785
C 3.487 -6.132 -0.018 -1.199
C 4.855 -6.751 0.323 -0.762
C 5.366 -6.157 1.639 -1.263
C 5.492 -4.592 1.555 1.403
N 4.179 -3.972 1.140 -0.290
O 4.302 -2.641 0.957 2.135
C 5.798 -4.333 3.099 -1.746
C 6.683 -4.177 0.726 -1.449
C 2.011 -4.071 -0.138 -2.179
H 4.979 -4.927 -1.666 0.467
H 4.652 -3.229 -1.396 0.193
H 3.507 -4.191 -2.259 0.519
H 2.553 -6.462 0.437 0.524
H 3.336 -6.413 -1.060 0.308
H 5.440 -6.401 -0.528 0.288
H 4.787 -7.829 0.470 0.473
H 6.346 -6.625 1.738 0.430
H 4.841 -6.559 2.505 0.429
H 5.843 -3.244 3.144 0.101
H 5.083 -4.585 3.881 0.355
H 6.760 -4.612 3.529 0.518
H 7.121 -3.275 1.152 0.249
H 7.428 -4.973 0.699 0.371
H 6.467 -4.069 -0.337 0.374
H 1.413 -4.605 -0.876 0.850
H 1.848 -3.015 -0.354 -0.466
H 1.481 -4.328 0.779 0.576
H 4.812 -2.601 0.144 -0.420
C -2.450 -4.374 -4.528 -1.711
C -1.484 -5.042 -5.421 1.719
C -1.861 -4.638 -6.912 -0.683
C -0.761 -5.021 -7.883 -0.864
C 0.537 -4.324 -7.476 -0.992
C 1.015 -4.674 -5.970 1.427
N -0.144 -4.581 -5.067 1.351
O 0.223 -4.777 -3.730 -0.509
C 1.795 -6.079 -6.059 -1.565
C 2.069 -3.651 -5.541 -1.453
C -1.587 -6.575 -5.202 -1.957
H -3.435 -4.783 -4.756 0.478
H -2.520 -3.286 -4.549 -0.845
H -2.307 -4.667 -3.488 0.652
H -2.689 -5.276 -7.219 0.494
H -2.255 -3.627 -7.017 -0.002
H -0.958 -4.763 -8.923 0.456
H -0.551 -6.090 -7.858 0.346
H 0.489 -3.237 -7.554 0.234
H 1.339 -4.570 -8.173 0.557
H 1.090 -6.910 -6.068 0.353
H 2.447 -6.223 -6.919 0.383
H 2.331 -6.308 -5.138 0.259
H 2.870 -3.406 -6.239 0.471
H 1.541 -2.741 -5.254 0.088
H 2.464 -3.889 -4.553 -0.289
H -2.573 -6.796 -5.612 0.494
H -1.580 -7.059 -4.225 0.272
H -0.861 -7.114 -5.810 0.401
H 0.033 -3.904 -3.380 0.119